{"formula": "C15H17IN4O", "method": "ωB97M-V with the def2-TZVPD basis set", "elements": ["N", "C", "C", "I", "C", "C", "N", "C", "C", "N", "C", "C", "C", "O", "N", "C", "C", "C", "C", "C", "C", "H", "H", "H", "H", "H", "H", "H", "H", "H", "H", "H", "H", "H", "H", "H", "H", "H"], "positions_angstrom": [[2.962, 0.669, 3.317], [3.102, -0.018, 2.402], [3.363, -0.577, 1.079], [5.273, 0.103, 0.319], [2.128, -0.456, 0.123], [2.524, -0.454, -1.295], [2.889, -0.411, -2.384], [1.132, 0.677, 0.446], [1.674, 2.119, 0.548], [2.795, 2.410, -0.358], [1.359, -1.811, 0.310], [0.096, -2.004, -0.571], [-1.174, -2.147, 0.255], [-1.707, -3.230, 0.318], [-1.709, -1.036, 0.988], [-2.602, -0.286, 0.098], [-3.778, -0.878, -0.349], [-4.614, -0.168, -1.188], [-4.263, 1.108, -1.596], [-3.103, 1.707, -1.152], [-2.278, 0.998, -0.282], [3.541, -1.642, 1.223], [0.408, 0.672, -0.364], [0.629, 0.416, 1.377], [0.847, 2.784, 0.278], [1.892, 2.355, 1.591], [2.647, 3.314, -0.793], [3.616, 2.560, 0.219], [2.070, -2.589, 0.018], [1.107, -1.971, 1.361], [-0.048, -1.212, -1.313], [0.199, -2.928, -1.131], [-2.292, -1.462, 1.704], [-4.030, -1.878, -0.018], [-5.545, -0.597, -1.533], [-4.908, 1.655, -2.274], [-2.806, 2.703, -1.450], [-1.396, 1.507, 0.076]], "lowdin_charge": [0.187, -0.297, -0.636, 0.939, -0.461, -0.269, 0.193, -0.153, -0.250, 0.007, -0.121, -0.075, -0.447, 0.100, 0.102, -0.247, -0.020, -0.074, -0.094, -0.070, -0.029, 0.070, 0.088, 0.117, 0.106, 0.093, 0.071, 0.015, 0.123, 0.133, 0.122, 0.123, 0.128, 0.118, 0.107, 0.105, 0.106, 0.091], "charge": 0, "smiles": "N#C[C@H](I)[C@](C#N)(CCN)CCC(=O)Nc1ccccc1", "largest_force_ev_per_a": 1.3}

=====

{"formula": "P2S4", "method": "ωB97M-V with the def2-TZVPD basis set", "elements": ["S", "P", "P", "S", "S", "S"], "positions_angstrom": [[2.780, -1.307, 0.197], [1.231, -0.358, -0.504], [-1.194, -0.451, 0.522], [-2.804, -1.240, -0.187], [-1.201, 1.664, -0.041], [1.188, 1.693, 0.013]], "lowdin_charge": [0.071, -0.155, -0.110, 0.073, 0.055, 0.066], "charge": 0, "smiles": "S=P1=P(=S)SS1", "largest_force_ev_per_a": 2.9}

=====

{"formula": "C4H12N2", "method": "ωB97M-V with the def2-TZVPD basis set", "elements": ["C", "C", "N", "C", "C", "N", "H", "H", "H", "H", "H", "H", "H", "H", "H", "H", "H", "H"], "positions_angstrom": [[-1.969, -0.899, -0.239], [-0.522, -0.433, -0.398], [0.459, -1.487, -0.197], [-0.245, 0.748, 0.558], [1.210, 1.175, 0.653], [1.773, 1.370, -0.671], [-2.707, -0.109, -0.154], [-2.060, -1.536, 0.648], [-2.262, -1.490, -1.116], [-0.398, -0.038, -1.401], [0.336, -1.906, 0.718], [0.348, -2.222, -0.885], [-0.873, 1.575, 0.204], [-0.632, 0.467, 1.539], [1.749, 0.428, 1.246], [1.268, 2.087, 1.243], [2.680, 1.815, -0.646], [1.843, 0.457, -1.102]], "lowdin_charge": [-0.079, -0.483, 0.033, -0.188, -0.314, -0.002, 0.070, 0.076, 0.073, 0.125, 0.077, 0.074, 0.115, 0.109, 0.097, 0.104, 0.062, 0.050], "charge": 0, "smiles": "C[C@H](N)CCN", "largest_force_ev_per_a": 1.0}

=====

{"formula": "C5H11N3", "method": "ωB97M-V with the def2-TZVPD basis set", "elements": ["N", "N", "C", "C", "H", "H", "H", "H", "H", "H", "C", "C", "C", "N", "H", "H", "H", "H", "H"], "positions_angstrom": [[1.489, -1.082, 0.320], [1.377, -1.395, 1.691], [1.148, 0.121, -0.215], [1.761, 0.734, -1.227], [2.201, -1.635, -0.145], [1.620, -0.590, 2.264], [0.422, -1.670, 1.900], [-0.754, -0.557, -1.446], [1.319, 1.588, -1.716], [2.729, 0.409, -1.589], [-0.436, 0.842, 0.388], [-1.511, 0.031, -0.916], [-2.499, -0.692, -0.281], [-0.684, 2.092, 0.427], [0.109, 2.676, 0.691], [-0.581, 0.271, 1.312], [-1.778, 0.890, -1.535], [-3.495, -0.916, -0.631], [-2.438, -1.116, 0.711]], "lowdin_charge": [-0.108, 0.009, -0.312, -0.012, 0.129, 0.079, 0.066, 0.093, 0.043, 0.043, -0.315, -0.181, -0.015, 0.118, 0.069, 0.102, 0.097, 0.048, 0.048], "charge": 0, "largest_force_ev_per_a": 7.9}

=====

| no. | DFT total energy (Eh) |
| --- | --- |
| 1 | -1173.70160 |
| 2 | -2275.46515 |
| 3 | -269.11044 |
| 4 | -361.11027 |